21
Properties=species:S:1:pos:R:3:lowdin_spin:R:1 method="wB97M-V/def2-TZVPD" charge=-1 multiplicity=2 s_squared=0.7567 orbital_gap_ev="6.79 / 7.60" homo_ev="-3.49 / -5.14"
O 2.35388 -0.59147 -0.89423 0.033
C 2.92047 0.49036 -0.22859 0.019
O 3.42182 0.30509 0.88495 0.009
O 2.83414 1.54827 -0.90169 0.128
C 1.63912 -1.59266 -0.16687 0.004
H 2.27899 -2.47632 -0.00546 0.000
H 1.34880 -1.18314 0.81192 0.001
C 0.39530 -1.94416 -0.98868 0.012
H 0.75007 -2.49119 -1.89553 0.002
H -0.15119 -2.71311 -0.39190 0.008
O -0.37613 -0.84577 -1.29512 0.220
Hg 0.94452 0.71510 -2.10423 0.538
O -2.92523 0.70520 -0.32036 0.006
C -2.54679 -0.44590 0.21051 0.004
C -2.32011 1.85668 0.34614 0.005
O -1.94449 -0.19356 1.36485 0.002
C -1.53296 1.20031 1.46946 0.001
H -3.14121 2.48876 0.70223 0.000
H -1.70253 2.38462 -0.40170 0.007
H -1.80251 1.55064 2.47044 0.000
H -0.44397 1.23225 1.33385 0.001

=====

9
Properties=species:S:1:pos:R:3:lowdin_charge:R:1 method="wB97M-V/def2-TZVPD" charge=0 multiplicity=1 orbital_gap_ev="7.89 / 8.81" homo_ev="-8.34 / -8.45"
N 0.83797 -0.27676 0.34769 -0.136
N 1.96018 -0.12656 -0.31667 -0.120
O -2.21668 1.55690 0.18323 -0.535
O -2.15710 -0.94638 0.23924 -0.417
S -1.90950 0.43644 -0.66244 0.843
H 1.86253 -0.83092 -1.16888 0.146
H 2.18513 0.89447 -0.45965 0.111
H 0.78213 0.50579 1.11099 0.085
H -1.34467 -1.21298 0.72648 0.022

=====

For each record above, in turn, the calculated calculated total energy values are -22809.59404 -17971.73259 eV.